Entry 1:
Below is a molecular structure, C31H78B4Mg2O15S7, with properties calculated with wB97M-V/def2-TZVPD.

Geometry as XYZ:
```
137
Properties=species:S:1:pos:R:3:mulliken_charge:R:1
Mg -4.643 18.379 18.522 1.76
Mg -3.113 18.607 14.715 3.23
B -3.430 18.967 16.995 1.28
H -3.955 18.180 16.476 -1.11
H -2.733 19.435 16.317 -1.63
H -4.124 19.715 17.348 0.12
H -2.969 18.545 17.874 -0.32
B -4.623 16.386 18.548 2.61
H -3.845 16.861 19.125 -0.33
H -4.448 16.595 17.504 -1.62
H -4.680 15.347 18.836 -0.23
H -5.530 16.887 18.850 -0.09
B -4.593 19.519 20.155 1.37
H -5.010 18.541 20.341 -0.30
H -4.464 20.103 21.052 -0.49
H -3.664 19.467 19.608 -0.65
H -5.307 19.897 19.439 -0.30
B -4.797 19.541 14.020 3.64
H -5.015 18.484 14.000 -1.67
H -5.665 20.040 13.618 -0.52
H -4.406 19.817 14.987 -1.49
H -3.965 19.685 13.348 -0.29
C -2.438 22.157 21.897 -1.19
C -1.579 21.462 20.889 0.76
O -0.527 20.852 21.184 -0.63
C -1.930 21.444 19.411 0.21
H -3.449 21.751 21.930 0.21
H -2.518 23.192 21.567 0.33
H -2.000 22.154 22.896 0.33
H -1.331 22.238 18.965 0.76
H -2.949 21.830 19.386 0.16
H -1.841 20.453 18.966 -0.86
C -1.548 23.795 15.480 -0.56
C -2.748 23.923 14.572 -1.04
C -3.291 22.561 14.206 -0.29
S -1.747 21.590 13.872 0.96
O -1.312 21.952 12.514 -0.85
O -1.924 20.169 14.246 -0.46
C -0.747 22.452 15.091 -0.32
H -1.866 23.698 16.519 0.15
H -0.795 24.582 15.462 0.36
H -2.422 24.267 13.591 0.37
H -3.497 24.668 14.842 0.47
H -3.958 22.587 13.344 0.49
H -3.806 22.013 14.995 -0.19
H 0.268 22.555 14.708 0.53
H -0.629 21.880 16.012 -0.15
C -6.505 17.565 11.792 1.76
C -6.953 18.779 10.976 -0.83
C -8.297 18.408 10.413 -0.86
S -8.258 16.593 9.943 1.07
O -7.934 16.300 8.537 -0.67
O -9.309 15.848 10.644 -0.67
C -6.717 16.324 10.925 -0.60
H -6.952 17.639 12.783 -0.32
H -5.436 17.637 11.991 -0.88
H -6.216 19.043 10.218 0.23
H -7.128 19.625 11.641 0.21
H -8.635 18.968 9.541 0.53
H -9.098 18.579 11.132 0.36
H -5.913 16.192 10.201 0.09
H -6.741 15.351 11.417 0.63
C -0.071 17.641 18.829 -0.39
C -0.222 16.181 18.592 -1.12
C -0.971 15.960 17.270 0.43
S -0.266 17.215 16.137 0.42
O -1.305 17.769 15.304 -0.50
O 0.942 16.647 15.487 -0.79
C 0.179 18.397 17.520 -0.07
H 0.806 17.766 19.464 0.54
H -0.847 17.995 19.508 0.08
H -0.689 15.777 19.491 0.46
H 0.733 15.657 18.631 0.29
H -2.007 16.269 17.415 -0.81
H -0.916 14.997 16.763 0.67
H -0.453 19.282 17.451 -0.62
H 1.220 18.686 17.379 0.78
C -8.944 20.936 17.578 -0.50
C -8.946 20.928 16.061 -0.81
C -7.778 19.999 15.543 0.36
S -7.637 18.640 16.797 1.04
O -6.382 18.710 17.520 -1.77
O -8.118 17.339 16.339 -0.81
C -8.972 19.398 17.965 -0.99
H -9.733 21.488 18.088 0.46
H -8.000 21.356 17.924 0.22
H -8.879 21.949 15.685 0.39
H -9.893 20.548 15.680 0.37
H -6.837 20.548 15.566 -0.16
H -7.935 19.557 14.559 -0.06
H -8.778 19.018 18.968 0.47
H -9.937 19.008 17.640 0.41
C -2.785 16.776 9.314 -0.83
C -2.699 18.276 9.360 -0.04
C -1.580 18.670 10.363 -0.79
S -1.741 17.366 11.736 0.98
O -2.469 17.908 12.894 -0.53
O -0.444 16.655 12.010 -0.86
C -2.828 16.237 10.758 0.15
H -1.979 16.387 8.692 0.29
H -3.704 16.484 8.806 0.42
H -3.608 18.720 9.767 -0.18
H -2.474 18.711 8.386 0.46
H -1.662 19.640 10.853 0.28
H -0.588 18.586 9.919 0.46
H -3.856 16.316 11.111 -0.67
H -2.629 15.196 11.013 0.62
C 4.541 19.821 13.076 -0.73
C 4.189 18.427 13.589 -0.55
C 2.789 18.166 12.922 -0.88
S 1.817 19.706 13.156 1.28
O 0.974 19.680 14.379 -0.31
O 1.236 19.962 11.847 -0.80
C 3.269 20.732 13.400 -0.75
H 4.858 19.873 12.035 0.32
H 5.384 20.213 13.646 0.35
H 4.057 18.409 14.671 0.26
H 4.953 17.698 13.318 0.37
H 2.323 17.234 13.241 0.39
H 2.955 18.027 11.854 0.43
H 3.309 20.912 14.474 0.31
H 3.157 21.627 12.787 0.46
C -5.359 13.653 16.053 -1.13
C -6.382 14.760 15.925 -0.07
C -6.069 15.577 14.616 0.15
S -4.215 15.398 14.408 1.01
O -3.609 16.660 14.853 -0.75
O -3.964 14.864 13.062 -0.88
C -3.993 14.183 15.717 0.18
H -5.707 12.796 15.476 0.30
H -5.475 13.233 17.052 0.43
H -6.386 15.396 16.809 -0.25
H -7.347 14.256 15.867 0.66
H -6.372 16.624 14.627 -0.73
H -6.601 15.178 13.753 0.50
H -3.651 14.785 16.559 -0.47
H -3.182 13.480 15.525 0.61
```

***

Entry 2:
Below is a molecular structure, C31H80BeNO10, with properties calculated with wB97M-V/def2-TZVPD.

The net charge is +1.

Geometry as XYZ:
```
123
Properties=species:S:1:pos:R:3:mulliken_charge:R:1
Be 22.248 3.682 23.662 0.63
C 21.461 7.742 20.181 -0.73
C 22.088 7.687 21.582 2.29
C 22.300 9.107 22.139 -0.98
C 20.990 9.811 22.411 -0.35
C 20.269 8.979 23.457 -2.17
C 20.120 7.451 23.196 1.76
N 21.399 6.894 22.655 2.23
O 21.308 5.662 22.389 -0.18
C 18.876 7.297 22.307 -1.39
C 19.789 6.835 24.563 -2.15
C 23.537 7.185 21.462 -1.52
H 20.377 7.793 20.140 0.36
H 21.795 6.824 19.695 0.19
H 21.888 8.538 19.573 -0.36
H 22.862 9.695 21.400 -0.28
H 23.013 9.236 22.957 0.26
H 20.443 10.045 21.495 0.22
H 21.166 10.781 22.886 0.33
H 19.255 9.399 23.441 0.48
H 20.578 9.223 24.475 0.31
H 17.959 7.299 22.891 0.66
H 18.916 6.364 21.747 -0.22
H 18.723 8.086 21.567 0.37
H 19.025 6.066 24.484 0.27
H 19.425 7.554 25.297 0.52
H 20.678 6.419 25.049 0.35
H 24.195 7.889 20.957 -0.05
H 23.610 6.328 20.777 0.55
H 23.965 6.800 22.384 -0.31
C 20.726 11.924 26.668 -0.77
C 22.086 11.443 27.118 0.04
O 22.796 12.536 27.693 -0.57
H 20.255 11.126 26.090 0.15
H 20.927 12.752 25.984 0.14
H 20.099 12.258 27.489 0.38
H 22.698 11.105 26.273 0.00
H 22.010 10.662 27.882 0.36
H 23.521 12.291 28.271 0.30
C 23.828 7.866 25.618 -0.29
C 24.459 6.564 25.145 -0.54
O 23.469 5.744 24.584 -0.42
H 24.563 8.521 26.076 0.51
H 22.962 7.659 26.255 0.23
H 23.291 8.328 24.783 -0.22
H 25.030 6.156 25.982 0.45
H 25.296 6.860 24.492 0.22
H 22.954 6.244 23.945 -0.18
O 24.340 4.017 22.453 -0.39
H 24.659 3.273 21.929 0.25
H 25.065 4.652 22.456 0.27
C 22.513 12.407 17.915 -1.62
C 23.436 12.006 19.075 2.07
C 24.089 10.674 18.755 -1.57
O 24.354 13.038 19.358 -0.55
H 21.895 11.545 17.659 0.34
H 23.146 12.630 17.055 0.37
H 21.885 13.242 18.216 0.41
H 22.809 11.878 19.965 -0.87
H 24.588 10.213 19.615 0.39
H 24.828 10.752 17.954 0.56
H 23.328 9.947 18.469 0.17
H 25.262 12.829 19.124 0.30
C 19.354 13.324 20.755 -0.81
C 17.852 13.137 21.008 0.49
C 17.467 11.806 21.656 -1.38
O 17.485 14.184 21.901 -0.56
H 19.505 14.401 20.857 0.35
H 19.678 13.132 19.729 0.43
H 20.036 12.791 21.418 -0.14
H 17.375 13.230 20.027 0.19
H 16.419 11.806 21.966 0.52
H 18.209 11.440 22.359 0.28
H 17.376 11.082 20.832 0.31
H 16.727 13.890 22.413 0.33
C 18.489 5.069 27.050 -0.97
C 16.959 5.016 27.039 0.38
C 16.279 6.021 26.121 -1.09
O 16.632 3.682 26.675 -0.57
H 18.760 4.459 27.911 0.39
H 18.817 6.096 27.228 0.23
H 18.963 4.701 26.145 0.22
H 16.653 5.210 28.072 0.33
H 16.526 7.039 26.434 0.32
H 15.201 5.922 26.240 0.37
H 16.596 5.879 25.089 0.17
H 15.948 3.299 27.228 0.34
C 27.275 5.514 19.529 -0.81
C 28.157 6.751 19.567 0.41
C 27.316 7.947 19.159 -1.04
O 28.672 7.042 20.873 -0.57
H 26.323 5.774 20.002 -0.14
H 27.736 4.659 20.024 0.34
H 27.053 5.221 18.502 0.39
H 29.029 6.605 18.925 0.38
H 27.918 8.857 19.113 0.42
H 26.427 8.212 19.731 0.02
H 26.995 7.754 18.129 0.36
H 29.568 6.706 20.951 0.33
C 24.238 13.626 23.194 -1.37
C 23.017 13.972 22.324 2.30
C 21.972 14.695 23.139 -1.40
O 23.534 14.912 21.364 -0.66
H 23.952 12.858 23.921 0.21
H 24.496 14.556 23.702 0.40
H 25.114 13.318 22.627 0.30
H 22.686 13.047 21.840 -1.05
H 21.361 15.429 22.606 0.34
H 22.388 15.251 23.977 0.33
H 21.153 14.039 23.458 0.25
H 23.740 14.479 20.526 0.38
C 20.840 4.221 19.004 -1.01
C 19.369 4.218 19.391 1.10
C 18.503 3.167 18.757 -1.68
O 19.251 4.068 20.823 -0.63
H 21.133 3.191 18.781 0.40
H 21.485 4.578 19.808 0.07
H 21.082 4.795 18.108 0.32
H 18.900 5.190 19.179 0.09
H 17.443 3.359 18.922 0.39
H 18.670 2.147 19.110 0.39
H 18.638 3.122 17.673 0.39
H 19.766 4.789 21.204 -0.09
```

***

Entry 3:
Below is 9 unconnected molecules or ions with the total composition C31H80F6N7O13S2, with properties calculated with wB97M-V/def2-TZVPD.

The net charge is +5.

Geometry as XYZ:
```
139
Properties=species:S:1:pos:R:3:mulliken_charge:R:1
C 1.005 -1.558 -4.757 -0.72
C 0.432 -2.645 -3.758 0.44
O -0.746 -2.922 -3.565 -0.57
N 1.485 -3.274 -2.852 0.98
H 2.209 -2.576 -2.754 -0.45
H 1.119 -3.276 -1.911 0.33
C 1.981 -4.597 -3.413 -0.80
H 0.273 -1.103 -5.424 0.45
H 1.794 -2.132 -5.242 0.45
H 1.393 -0.710 -4.194 -0.08
H 2.887 -5.103 -3.079 0.31
H 2.172 -4.432 -4.474 0.28
H 1.193 -5.322 -3.211 0.49
C 2.250 2.040 -2.104 -0.13
C 3.013 2.050 -3.407 0.35
O 2.442 2.132 -4.509 -0.51
N 4.529 1.963 -3.237 0.10
H 4.889 1.972 -2.294 0.45
H 4.752 0.998 -3.434 0.13
C 5.471 2.981 -3.918 -0.81
H 1.938 3.071 -1.934 0.39
H 2.745 1.542 -1.271 0.21
H 1.331 1.482 -2.280 -0.25
H 5.324 3.948 -3.437 0.35
H 5.222 3.019 -4.979 0.35
H 6.435 2.488 -3.800 0.39
C 3.850 -4.961 1.015 -0.66
C 3.529 -6.172 0.141 0.35
O 3.538 -6.163 -1.139 -0.48
N 2.884 -7.339 0.902 -0.13
H 2.443 -7.115 1.782 0.41
H 2.124 -7.708 0.348 0.38
C 3.983 -8.433 1.011 -0.73
H 4.219 -4.124 0.423 -0.08
H 4.427 -5.285 1.881 0.49
H 2.947 -4.662 1.548 0.35
H 4.887 -7.895 1.297 0.35
H 4.130 -9.003 0.094 0.33
H 3.765 -9.066 1.871 0.38
C -4.024 4.018 2.016 -0.72
N -3.157 5.032 1.204 -0.08
C -4.181 6.115 0.634 -0.83
C -2.178 5.737 2.274 -0.84
C -2.440 4.443 -0.041 -1.04
C -1.243 3.548 0.209 -0.02
O -1.745 2.371 0.767 0.20
H -3.358 3.232 2.371 0.23
H -4.760 3.506 1.397 0.33
H -4.467 4.527 2.872 0.45
H -4.965 5.703 -0.001 0.34
H -3.564 6.811 0.065 0.45
H -4.480 6.684 1.515 0.42
H -2.632 6.346 3.055 0.39
H -1.662 6.479 1.663 0.41
H -1.472 4.993 2.641 0.28
H -2.094 5.363 -0.513 0.37
H -3.190 3.939 -0.650 0.52
H -0.419 3.991 0.769 0.28
H -0.756 3.187 -0.696 0.11
H -1.084 1.677 0.827 -0.05
C -4.905 -1.429 2.149 -1.00
N -3.965 -2.571 2.564 0.23
C -3.000 -2.838 1.350 -0.89
C -3.124 -2.115 3.695 -0.83
C -4.655 -3.934 3.007 -0.44
C -5.793 -4.400 2.121 -0.67
O -5.209 -4.668 0.894 -0.45
H -4.379 -0.513 1.880 0.31
H -5.733 -1.216 2.827 0.39
H -5.377 -1.760 1.224 0.41
H -2.285 -3.610 1.634 0.37
H -2.410 -1.931 1.222 0.26
H -3.490 -2.888 0.378 0.35
H -3.794 -1.912 4.530 0.39
H -2.543 -1.269 3.328 0.25
H -2.522 -3.006 3.876 0.43
H -5.135 -3.789 3.975 0.37
H -3.844 -4.622 3.243 0.40
H -6.677 -3.764 2.072 0.32
H -6.154 -5.371 2.460 0.49
H -5.716 -5.433 0.612 0.35
C 1.728 2.983 2.889 -1.05
N 2.253 3.119 4.334 -0.09
C 1.042 2.682 5.226 -0.93
C 3.485 2.334 4.707 -0.73
C 2.334 4.656 4.628 -0.41
C 3.364 5.487 3.787 -0.64
O 2.856 5.677 2.550 -0.47
H 1.203 3.875 2.546 0.15
H 1.242 2.013 2.785 0.50
H 2.656 2.857 2.332 0.46
H 0.115 3.225 5.041 0.26
H 1.555 2.737 6.186 0.48
H 0.997 1.632 4.934 0.48
H 4.347 2.723 4.166 0.35
H 3.268 1.299 4.443 0.32
H 3.554 2.390 5.793 0.35
H 2.786 4.644 5.619 0.47
H 1.368 5.159 4.571 0.35
H 4.349 5.046 3.633 0.28
H 3.518 6.478 4.214 0.51
H 3.317 6.429 2.172 0.34
C -4.310 0.501 -1.376 -0.79
N -3.663 0.245 -2.730 0.20
C -2.431 -0.711 -2.563 -1.62
C -4.713 -0.442 -3.600 -0.91
C -3.231 1.626 -3.255 0.46
C -2.519 1.581 -4.546 -0.99
O -1.147 1.414 -4.214 -0.27
H -5.182 1.154 -1.366 0.42
H -3.568 0.964 -0.726 0.06
H -4.617 -0.468 -0.982 0.44
H -1.749 -0.299 -1.819 0.65
H -1.928 -0.681 -3.529 0.45
H -2.817 -1.684 -2.260 0.45
H -4.450 -0.884 -4.562 0.36
H -5.444 0.332 -3.835 0.45
H -5.364 -1.104 -3.030 0.37
H -2.635 1.983 -2.415 -0.30
H -4.168 2.179 -3.184 0.51
H -2.605 2.414 -5.243 0.49
H -2.895 0.698 -5.063 0.21
H -0.616 2.212 -4.260 0.24
C 2.271 -0.921 1.199 0.14
F 2.880 0.216 1.580 -0.16
F 3.018 -1.435 0.222 -0.11
F 2.190 -1.797 2.224 -0.22
S 0.532 -0.574 0.439 0.54
O 0.481 0.799 -0.038 -0.61
O 0.492 -1.504 -0.680 -0.30
O -0.457 -0.776 1.540 -0.40
C 5.700 -2.952 -2.057 0.67
F 5.385 -4.227 -2.080 -0.19
F 5.546 -2.400 -0.834 -0.24
F 7.053 -2.803 -2.329 -0.22
S 4.654 -1.884 -3.376 1.08
O 3.366 -1.563 -2.753 -0.53
O 5.415 -0.707 -3.794 -0.90
O 4.507 -2.715 -4.612 -0.69
```

***

no.,HOMO energy (Ha),lowest unoccupied orbital energy (hartree)
1,-0.3334,0.005
2,-0.4060,-0.232
3,-0.6847,-0.377